# 1
{"formula": "C4H10OS", "method": "the ωB97M-V functional and the def2-TZVPD basis", "e_tot_ev": -17190.33298, "smiles": "C=CO.CSC", "homo_lumo_gap_ev": 9.307, "e_above_lowest_kcal_mol": 57.5, "total_charge": 0, "molar_mass_g_mol": 106.2, "e_lumo_ev": 0.8, "species": ["C", "S", "C", "H", "H", "H", "H", "H", "H", "C", "C", "O", "H", "H", "H", "H"], "positions_angstrom": [[-1.686, -1.011, 2.273], [-1.632, -1.604, 0.537], [-0.143, -2.732, 0.557], [-2.797, -0.864, 2.499], [-1.142, -0.080, 2.401], [-1.220, -1.742, 3.059], [0.303, -2.855, -0.324], [0.794, -2.268, 1.109], [-0.412, -3.757, 0.963], [0.394, 1.854, -2.173], [1.586, 2.409, -1.980], [1.481, 3.288, -0.987], [0.250, 1.021, -2.942], [-0.472, 2.021, -1.569], [2.371, 2.595, -2.741], [2.326, 3.724, -0.683]], "atomic_forces_ev_per_a": [[-0.503, -1.220, 1.275], [1.232, -0.678, 0.433], [-0.296, 0.711, 5.047], [1.639, -0.147, -0.131], [-0.098, 0.165, -0.174], [-1.068, 1.006, -1.663], [0.922, -0.422, -4.229], [-2.218, -0.787, -0.337], [0.388, 1.387, -0.234], [0.297, -3.426, -2.774], [-1.592, 0.767, -1.434], [2.464, 2.830, 2.801], [0.309, 1.534, 0.867], [0.019, 0.206, 0.631], [-0.192, -0.987, 0.743], [-1.303, -0.939, -0.823]], "lowdin_charge": [-0.459, 0.683, -0.419, 0.039, 0.007, 0.069, -0.053, 0.081, 0.050, -0.010, -0.310, -0.054, 0.074, 0.050, 0.122, 0.130]}

# 2
{"formula": "C18H41HfOP3Se", "method": "the ωB97M-V functional and the def2-TZVPD basis", "e_tot_ev": -115852.73691, "homo_lumo_gap_ev": 3.864, "total_charge": 4, "molar_mass_g_mol": 623.9, "e_lumo_ev": -15.4, "species": ["Hf", "P", "P", "P", "H", "C", "C", "H", "C", "C", "C", "C", "C", "C", "C", "C", "C", "H", "H", "H", "H", "H", "H", "H", "H", "H", "H", "H", "H", "H", "H", "H", "H", "H", "H", "H", "H", "H", "H", "H", "H", "H", "H", "H", "H", "H", "C", "C", "C", "C", "C", "C", "Se", "H", "H", "H", "H", "H", "H", "C", "O", "H", "H", "H", "H"], "positions_angstrom": [[-0.645, 0.040, -1.188], [-3.035, -0.166, -1.162], [0.097, -2.855, -0.859], [-0.258, 2.668, -0.852], [4.060, -0.833, -1.819], [4.232, 0.111, -1.305], [4.200, 0.185, 0.037], [4.016, -0.725, 0.642], [-3.695, -0.230, -2.830], [-3.821, -1.587, -0.298], [-3.851, 1.241, -0.359], [1.798, -3.404, -0.780], [-0.665, -3.404, 0.705], [-0.624, -3.822, -2.208], [1.479, 3.300, -0.790], [-0.924, 3.430, 0.678], [-0.973, 3.833, -2.095], [4.243, 1.001, -1.942], [4.174, 1.149, 0.558], [-4.775, -0.327, -2.821], [-3.277, -1.072, -3.374], [-3.416, 0.661, -3.382], [-4.919, -1.531, -0.383], [-3.552, -1.590, 0.769], [-3.477, -2.537, -0.729], [-4.933, 1.097, -0.327], [-3.634, 2.171, -0.889], [-3.499, 1.359, 0.670], [1.983, -4.347, -1.273], [2.120, -3.646, 0.230], [2.488, -2.693, -1.233], [-0.793, -4.498, 0.700], [-1.648, -2.900, 0.802], [0.027, -3.146, 1.527], [-0.267, -4.862, -2.174], [-0.336, -3.427, -3.192], [-1.717, -3.866, -2.121], [1.476, 4.360, -1.112], [2.118, 2.698, -1.463], [1.849, 3.236, 0.249], [-0.784, 4.520, 0.609], [-0.386, 3.046, 1.557], [-1.998, 3.210, 0.771], [-0.603, 4.843, -1.841], [-2.073, 3.823, -2.018], [-0.652, 3.533, -3.108], [1.212, 0.368, -4.977], [2.552, 0.069, -4.751], [3.423, -0.107, -5.840], [2.966, 0.062, -7.159], [1.605, 0.337, -7.400], [0.739, 0.485, -6.317], [-0.153, 0.784, -3.573], [0.246, -1.394, -0.304], [2.932, -0.020, -3.739], [4.469, -0.381, -5.682], [3.649, -0.035, -8.009], [1.232, 0.436, -8.431], [-0.317, 0.707, -6.482], [0.546, 0.671, 1.980], [-0.396, 0.116, 1.036], [-0.075, 1.352, 2.564], [1.333, 1.222, 1.438], [0.997, -0.142, 2.573], [-0.774, -0.731, 1.369]], "atomic_forces_ev_per_a": [[3.415, 3.792, -1.408], [-4.950, -0.502, 0.152], [1.389, -2.731, 1.793], [0.326, 2.499, 0.191], [0.535, -0.006, 0.061], [-1.061, 0.281, 0.518], [-1.119, -0.262, -0.346], [0.558, 0.631, -0.312], [0.289, -0.084, -0.627], [0.658, -0.498, 0.284], [0.515, 0.676, 0.392], [0.986, 0.460, 0.132], [-0.187, 0.661, -0.213], [-1.186, 0.930, -1.291], [0.315, -0.794, -0.082], [-0.255, -0.595, 0.206], [-0.245, -0.607, -0.237], [0.427, -0.243, 0.275], [0.492, -0.429, -0.157], [-0.263, 0.026, 0.185], [0.017, -0.191, -0.053], [-0.033, 0.234, -0.046], [0.400, 0.154, -0.107], [-0.219, 0.094, -0.220], [-0.258, 0.180, 0.017], [0.022, -0.188, -0.189], [-0.098, -0.032, -0.064], [-0.070, -0.083, -0.036], [-0.542, -0.323, -0.677], [-0.113, 0.571, 0.388], [0.082, 0.122, 0.086], [-0.071, 0.275, -0.111], [0.369, -0.523, 0.277], [-0.380, -0.030, -0.196], [0.411, 0.236, 0.648], [-0.140, -0.018, 0.204], [0.164, 0.188, -0.121], [-0.061, -0.590, 0.171], [-0.100, 0.461, 0.352], [-0.040, 0.023, -0.539], [-0.005, -0.365, -0.001], [-0.305, 0.373, -0.274], [0.323, 0.208, 0.127], [-0.183, -0.478, -0.116], [0.356, 0.076, -0.217], [-0.225, 0.389, 0.426], [-0.231, 0.216, -1.366], [0.477, 0.053, 0.362], [-0.430, 0.043, -0.127], [-0.495, -0.038, 0.191], [0.239, -0.149, 0.335], [-0.521, 0.350, 0.561], [0.738, -2.086, 0.170], [0.359, -1.992, -0.808], [0.043, 0.010, -0.111], [-0.395, 0.167, 0.144], [-0.175, 0.031, 0.395], [0.137, -0.034, 0.655], [0.323, -0.006, -0.117], [0.707, 0.609, 1.102], [-0.938, -1.949, -1.543], [0.591, -0.196, 0.418], [-0.427, -0.362, 0.120], [-0.244, 0.498, -0.168], [0.303, 0.862, 0.541]], "lowdin_charge": [0.898, 0.664, 0.874, 0.698, 0.032, -0.077, -0.056, 0.057, -0.229, -0.203, -0.204, -0.170, -0.175, -0.152, -0.205, -0.217, -0.237, 0.058, 0.061, 0.090, 0.060, 0.054, 0.100, 0.062, 0.047, 0.096, 0.054, 0.062, 0.091, 0.090, 0.059, 0.109, 0.039, 0.088, 0.114, 0.086, 0.070, 0.087, 0.044, 0.061, 0.093, 0.036, 0.047, 0.083, 0.060, 0.026, -0.502, -0.113, -0.019, 0.010, -0.015, -0.105, 0.760, -0.020, 0.066, 0.134, 0.141, 0.143, 0.108, -0.020, -0.324, 0.107, 0.090, 0.131, 0.100]}